# 1
{
  "formula": "C12H23F3NO5P2PdS",
  "method": "ωB97M-V/def2-TZVPD",
  "lumo_energy_ha": [-0.11290, -0.23482],
  "total_charge": 1,
  "homo_lumo_gap_ev": [9.0, 6.0],
  "spin_multiplicity": 3,
  "homo_ha": [-0.443, -0.454],
  "species": ["Pd", "P", "C", "C", "N", "C", "C", "C", "C", "C", "P", "H", "H", "H", "H", "H", "H", "H", "H", "O", "H", "H", "O", "H", "C", "H", "H", "H", "C", "H", "H", "H", "C", "H", "H", "H", "C", "H", "H", "H", "F", "C", "F", "F", "S", "O", "O", "O"],
  "coordinates": [[-0.040, -0.239, 0.714], [-2.178, 0.074, 0.081], [-2.094, 0.289, -1.718], [-0.862, 1.057, -2.079], [0.205, 0.908, -1.258], [1.415, 1.366, -1.588], [1.619, 2.144, -2.742], [0.520, 2.407, -3.562], [-0.730, 1.884, -3.221], [2.588, 1.011, -0.682], [2.176, -0.483, 0.292], [-1.613, 2.067, -3.833], [2.614, 2.516, -2.954], [0.647, 2.981, -4.472], [3.502, 0.809, -1.262], [2.786, 1.807, 0.058], [-2.038, -0.847, -2.291], [-3.005, 0.734, -2.101], [-1.112, -2.426, -2.063], [-1.708, -1.974, -2.739], [-2.155, -2.528, -3.358], [-0.390, -2.311, -0.296], [-0.567, -3.100, -0.842], [0.293, -3.527, -1.057], [2.708, -1.884, -0.731], [3.770, -1.724, -0.982], [2.606, -2.818, -0.150], [2.118, -1.946, -1.660], [3.249, -0.437, 1.752], [3.132, -1.398, 2.285], [4.305, -0.296, 1.438], [2.925, 0.374, 2.446], [-2.803, 1.435, 1.101], [-3.827, 1.734, 0.851], [-2.775, 1.129, 2.158], [-2.157, 2.319, 1.056], [-3.331, -1.260, 0.406], [-3.398, -1.380, 1.496], [-4.317, -0.996, 0.001], [-2.989, -2.199, -0.043], [0.002, -0.236, 5.589], [-0.113, -0.185, 4.251], [0.626, -1.207, 3.699], [-1.404, -0.473, 3.959], [0.391, 1.484, 3.613], [-0.365, 2.371, 4.471], [1.821, 1.393, 3.789], [-0.044, 1.581, 2.177]],
  "forces_ev_per_angstrom": [[0.11, 1.13, 0.44], [-1.34, 0.06, 0.14], [0.27, 0.58, 0.39], [0.16, 0.81, -0.30], [-0.17, -0.51, -0.20], [0.92, 0.84, -0.61], [-0.53, -0.60, 0.57], [-0.14, -0.33, 0.49], [-0.03, -0.58, 0.39], [-0.43, 0.01, 0.06], [1.35, -0.43, 0.39], [0.33, -0.09, 0.09], [-0.14, -0.04, -0.09], [-0.09, 0.07, 0.12], [-0.26, 0.29, 0.15], [-0.07, -0.18, -0.36], [-0.17, 2.00, 1.16], [-0.20, 0.29, -0.08], [-0.73, -0.50, -0.58], [0.97, -0.58, -0.49], [-0.33, -0.88, -0.50], [0.31, -0.35, 0.16], [0.94, -0.49, -0.05], [-0.70, 0.43, 0.47], [0.43, -0.13, -0.09], [-0.35, -0.30, -0.02], [0.08, 0.39, -0.28], [0.23, 0.07, 0.33], [0.31, -0.06, 0.12], [0.17, 0.41, -0.20], [-0.52, -0.12, 0.25], [0.22, -0.52, -0.58], [-0.10, 0.65, 0.08], [0.13, -0.19, -0.12], [0.00, -0.15, -0.36], [-0.05, -0.21, -0.18], [-0.20, -0.33, 0.11], [-0.08, -0.04, -0.29], [0.15, -0.11, 0.11], [-0.13, 0.16, 0.08], [0.26, 0.05, -1.25], [-0.58, -0.92, 0.44], [-0.34, 0.86, 0.28], [0.33, 0.21, -0.16], [-0.40, 0.77, 1.19], [0.68, -0.69, -1.03], [-0.33, 0.29, -0.36], [0.05, -1.03, 0.19]]
}



# 2
{
  "formula": "C12H23F3O8P2",
  "method": "ωB97M-V/def2-TZVPD",
  "lumo_energy_ha": 0.01477,
  "total_charge": 0,
  "homo_lumo_gap_ev": 9.2,
  "homo_ha": -0.323,
  "species": ["C", "C", "O", "P", "O", "O", "C", "C", "O", "O", "O", "P", "C", "C", "C", "C", "H", "H", "H", "H", "H", "H", "H", "H", "H", "H", "H", "H", "H", "H", "H", "H", "H", "H", "C", "C", "O", "C", "O", "C", "F", "F", "F", "H", "H", "H", "H", "H"],
  "coordinates": [[6.027, 1.391, 0.435], [4.529, 1.573, 0.281], [4.100, 0.652, -0.735], [2.642, 0.787, -1.341], [2.606, 1.344, -2.692], [2.195, -0.744, -1.283], [0.871, -1.070, -1.722], [0.099, -1.487, -0.492], [-0.760, -0.835, 0.046], [0.481, -2.709, 0.018], [1.852, 1.604, -0.241], [0.310, 2.209, -0.676], [-0.647, 2.141, 0.883], [0.040, 1.422, 2.070], [0.552, 4.013, -0.885], [1.780, 4.396, -1.699], [6.217, 0.331, 0.574], [6.402, 1.948, 1.285], [6.509, 1.703, -0.485], [4.050, 1.360, 1.234], [4.293, 2.599, 0.017], [0.380, -0.280, -2.277], [0.962, -1.935, -2.374], [1.352, -2.596, 0.417], [-0.947, 3.135, 1.208], [-1.563, 1.609, 0.649], [-0.671, 0.762, 2.556], [0.362, 2.150, 2.806], [0.876, 0.812, 1.751], [-0.339, 4.326, -1.427], [0.521, 4.545, 0.066], [1.841, 5.482, -1.755], [1.726, 4.028, -2.716], [2.698, 4.066, -1.225], [-4.023, -2.470, -1.231], [-3.202, -3.138, -0.148], [-3.950, -3.242, 1.078], [-4.792, -4.256, 1.160], [-5.000, -5.091, 0.334], [-5.476, -4.245, 2.540], [-5.875, -3.019, 2.876], [-4.620, -4.674, 3.472], [-6.532, -5.043, 2.544], [-4.386, -1.501, -0.887], [-3.417, -2.322, -2.124], [-4.891, -3.072, -1.498], [-2.327, -2.537, 0.072], [-2.855, -4.122, -0.460]],
  "forces_ev_per_angstrom": [[-0.51, -0.20, -0.45], [0.85, 0.06, 0.51], [-0.68, 0.11, 0.34], [1.23, 0.21, -0.78], [-0.37, 0.03, 0.09], [-0.29, 0.10, 0.40], [0.08, -0.65, -0.36], [-0.48, 0.47, 0.88], [0.45, -0.58, -0.71], [-0.25, 0.49, 0.02], [-0.30, 0.21, 0.37], [-0.74, -0.15, -1.04], [0.29, -0.30, 0.80], [-0.43, 0.11, -0.19], [0.34, -0.02, 0.29], [-0.11, 0.52, 0.09], [0.19, -0.11, 0.13], [0.09, 0.14, 0.08], [0.27, 0.09, 0.00], [-0.33, -0.18, -0.05], [-0.14, 0.09, -0.22], [0.00, 0.36, 0.17], [0.04, -0.08, -0.08], [0.29, -0.24, -0.11], [0.07, 0.22, -0.17], [-0.07, -0.12, -0.22], [-0.08, -0.07, 0.09], [0.30, 0.03, 0.09], [0.18, 0.00, 0.06], [-0.22, -0.05, -0.05], [0.16, -0.03, 0.15], [-0.01, 0.12, -0.02], [0.13, -0.30, -0.10], [0.12, -0.22, -0.05], [-0.29, -0.05, 0.12], [0.28, 0.10, -0.62], [0.12, 0.06, 0.13], [0.17, 0.16, -0.05], [-0.12, -0.21, -0.10], [-0.05, 0.01, -0.03], [-0.06, 0.19, 0.05], [0.16, -0.06, 0.14], [-0.18, -0.16, -0.02], [0.10, 0.05, -0.02], [0.03, 0.00, 0.01], [0.05, -0.06, -0.04], [-0.11, 0.03, 0.38], [-0.18, -0.11, 0.10]]
}



# 3
{
  "formula": "C12H23F6NO3P",
  "method": "ωB97M-V/def2-TZVPD",
  "lumo_energy_ha": -0.10742,
  "total_charge": 1,
  "homo_lumo_gap_ev": 9.3,
  "homo_ha": -0.450,
  "species": ["C", "C", "C", "C", "C", "P", "N", "C", "O", "C", "F", "F", "F", "C", "F", "F", "F", "H", "H", "H", "H", "H", "H", "H", "H", "H", "H", "H", "H", "H", "H", "H", "O", "C", "O", "C", "C", "C", "H", "H", "H", "H", "H", "H", "H", "H"],
  "coordinates": [[-0.398, -1.075, 0.537], [0.011, 0.319, -0.049], [-1.113, 0.761, -1.003], [1.378, 0.112, -0.732], [1.730, 1.178, -1.792], [2.992, 0.605, -3.002], [3.925, -0.673, -2.471], [2.282, 0.362, -4.693], [0.979, -0.185, -4.680], [0.955, -1.527, -4.553], [-0.271, -1.908, -4.737], [1.709, -2.146, -5.415], [1.301, -1.904, -3.325], [4.188, 2.041, -3.176], [5.099, 1.679, -4.063], [3.583, 3.097, -3.608], [4.822, 2.254, -2.063], [-1.091, -1.517, -0.186], [-0.937, -0.974, 1.473], [0.447, -1.763, 0.592], [0.117, 0.992, 0.801], [-0.918, 0.486, -2.045], [-2.084, 0.362, -0.723], [-1.190, 1.852, -0.958], [1.466, -0.915, -1.092], [2.137, 0.195, 0.053], [0.884, 1.524, -2.392], [2.163, 2.044, -1.281], [4.388, -0.354, -1.614], [3.364, -1.477, -2.192], [3.003, -0.172, -5.320], [2.193, 1.365, -5.116], [-1.783, 0.888, 2.979], [-2.579, 0.325, 3.689], [-2.980, 0.922, 4.818], [-4.044, 0.437, 5.648], [-3.557, -0.617, 6.621], [-3.068, -1.072, 3.378], [-4.881, 0.090, 5.041], [-4.402, 1.304, 6.201], [-3.173, -1.497, 6.104], [-4.366, -0.931, 7.281], [-2.742, -0.222, 7.228], [-2.330, -1.792, 3.732], [-3.171, -1.166, 2.299], [-4.038, -1.308, 3.806]],
  "forces_ev_per_angstrom": [[-0.08, 0.30, -0.81], [-0.52, -1.62, 0.10], [0.48, 1.00, 0.20], [0.19, 0.50, 0.33], [0.43, -0.27, -0.48], [-0.89, 0.04, 0.93], [-0.34, 0.75, 0.32], [0.33, 0.50, 0.15], [0.80, 0.67, -0.03], [-1.34, -0.09, -0.19], [-1.33, -0.25, -0.14], [1.23, -0.46, -0.69], [0.84, -0.15, 1.00], [0.42, -2.02, -0.80], [0.63, -0.28, -1.02], [-0.98, 1.47, -0.20], [0.25, 0.52, 1.68], [0.07, -0.19, 0.11], [0.23, -0.01, 0.14], [-0.03, 0.09, 0.49], [-0.04, 0.27, -0.22], [-0.07, -0.19, 0.11], [0.06, -0.04, 0.12], [-0.16, -0.05, -0.26], [-0.29, 0.13, -0.34], [0.01, -0.13, -0.06], [-0.05, -0.07, 0.15], [-0.04, 0.08, -0.20], [0.34, -0.23, -0.21], [0.05, -0.07, -0.34], [-0.15, -0.20, 0.11], [-0.07, 0.01, 0.10], [-0.07, -0.03, 0.04], [0.11, -0.22, 0.08], [0.02, 0.38, -0.10], [-0.10, -0.25, 0.22], [0.17, -0.08, -0.06], [-0.42, 0.12, -0.21], [0.07, -0.04, -0.05], [0.13, 0.11, -0.12], [-0.09, -0.03, -0.01], [0.00, 0.03, -0.01], [-0.07, 0.06, 0.03], [-0.01, 0.01, 0.02], [0.18, -0.01, 0.00], [0.09, -0.05, 0.15]]
}